{"formula": "C40H96ClN2O2P2", "method": "ωB97M-V/def2-TZVPD", "species": ["C", "C", "C", "O", "C", "N", "H", "H", "H", "H", "H", "H", "H", "H", "H", "H", "H", "H", "C", "C", "C", "O", "C", "N", "H", "H", "H", "H", "H", "H", "H", "H", "H", "H", "H", "H", "C", "C", "C", "C", "P", "C", "C", "C", "C", "C", "C", "C", "C", "C", "C", "C", "C", "H", "H", "H", "H", "H", "H", "H", "H", "H", "H", "H", "H", "H", "H", "H", "H", "H", "H", "H", "H", "H", "H", "H", "H", "H", "H", "H", "H", "H", "H", "H", "H", "H", "H", "H", "H", "C", "C", "C", "C", "P", "C", "C", "C", "C", "C", "C", "C", "C", "C", "C", "C", "C", "H", "H", "H", "H", "H", "H", "H", "H", "H", "H", "H", "H", "H", "H", "H", "H", "H", "H", "H", "H", "H", "H", "H", "H", "H", "H", "H", "H", "H", "H", "H", "H", "H", "H", "H", "H", "Cl"], "coordinates": [[3.4434, -0.3380, 3.9724], [4.0993, 1.0056, 3.4615], [5.5468, 0.6850, 2.9783], [6.2309, 0.0053, 3.9954], [7.5965, -0.1341, 3.6242], [3.2769, 1.5488, 2.2485], [2.6547, 2.2544, 2.6161], [3.8744, 1.9207, 1.5241], [2.6810, 0.8650, 1.8042], [2.5026, -0.1305, 4.4823], [4.1844, -0.6856, 4.6922], [3.1742, -1.0456, 3.1883], [4.0579, 1.7550, 4.2519], [6.0474, 1.6033, 2.6716], [5.4897, 0.0500, 2.0941], [7.9628, -0.9618, 4.2315], [8.2380, 0.7234, 3.8269], [7.6863, -0.4344, 2.5802], [0.0871, 3.6629, -0.5593], [0.3255, 3.7156, 0.9704], [0.2502, 5.1924, 1.3728], [1.3247, 6.0422, 0.8928], [2.6589, 5.9008, 1.3547], [-0.7395, 2.8473, 1.6818], [-1.7125, 3.1178, 1.6949], [-0.6963, 1.8698, 1.4312], [-0.5260, 2.8583, 2.6689], [-0.9628, 3.8770, -0.7597], [0.1858, 2.6223, -0.8683], [0.7300, 4.2921, -1.1749], [1.3431, 3.3685, 1.1498], [0.2851, 5.4195, 2.4383], [-0.7581, 5.5315, 1.1354], [3.0651, 4.9314, 1.0660], [2.7729, 6.1023, 2.4199], [3.2181, 6.6749, 0.8293], [-9.7485, -0.2632, -1.1768], [-8.3098, -0.2423, -1.7807], [-7.4524, 0.9671, -1.4378], [-7.2611, 1.3842, 0.0308], [-6.2038, 0.1627, 0.9822], [-4.9507, -0.6343, -0.1825], [-3.8928, 0.3156, -0.6379], [-2.7188, -0.3403, -1.3358], [-1.9461, 0.6686, -2.2752], [-7.3248, -1.0857, 1.6087], [-8.3694, -0.6392, 2.6484], [-9.2574, -1.8395, 2.8682], [-8.5663, -3.0088, 3.5752], [-5.2350, 0.7672, 2.4929], [-4.3910, -0.2344, 3.3633], [-2.8725, -0.3798, 2.8170], [-1.9795, -1.1419, 3.6814], [-9.7685, 0.0281, -0.1266], [-10.1821, -1.2543, -1.3101], [-10.2899, 0.5342, -1.6858], [-8.4797, -0.2723, -2.8569], [-7.7076, -1.1258, -1.5687], [-7.8586, 1.8735, -1.8868], [-6.5572, 0.8575, -2.0499], [-8.1808, 1.5036, 0.6036], [-6.7047, 2.3182, 0.1096], [-5.5208, -1.0336, -1.0214], [-4.4731, -1.4511, 0.3586], [-3.4722, 0.9362, 0.1534], [-4.2929, 1.0548, -1.3320], [-3.1309, -1.1488, -1.9397], [-1.9925, -0.8042, -0.6684], [-1.1659, 0.2699, -2.9237], [-1.6898, 1.5479, -1.6842], [-2.6619, 1.1199, -2.9623], [-6.6962, -1.9500, 1.8234], [-7.8661, -1.3295, 0.6946], [-8.9336, 0.2501, 2.3677], [-7.9242, -0.3702, 3.6063], [-9.6717, -2.2468, 1.9460], [-10.1385, -1.6374, 3.4772], [-7.9532, -3.5574, 2.8601], [-9.3729, -3.6427, 3.9438], [-7.9094, -2.7083, 4.3914], [-6.0595, 1.2265, 3.0382], [-4.6187, 1.5624, 2.0736], [-4.8993, -1.1975, 3.4093], [-4.2711, 0.1741, 4.3667], [-2.4075, 0.5918, 2.6502], [-2.8963, -0.8458, 1.8320], [-2.3804, -2.0617, 4.1070], [-1.7883, -0.6164, 4.6171], [-0.9813, -1.4179, 3.3415], [0.9160, 2.7248, -5.4068], [1.1879, 2.2975, -3.9856], [2.1807, 1.0843, -3.9287], [2.6147, 0.7198, -2.4792], [3.8809, -0.5403, -2.3023], [4.0211, -0.9576, -0.5458], [4.9093, -2.2890, -0.2952], [4.4554, -3.1117, 0.9048], [4.9729, -4.4945, 1.1422], [3.2970, -2.0583, -3.2100], [1.8333, -2.5779, -3.0667], [1.4407, -3.4072, -1.8735], [2.2683, -4.6837, -1.7306], [5.4810, -0.0196, -3.0555], [6.6717, -1.0113, -2.8301], [7.8842, -0.3916, -3.5736], [9.2119, -1.1860, -3.3711], [0.2556, 2.0603, -5.9639], [1.8304, 2.8455, -5.9876], [0.3078, 3.6292, -5.3921], [0.2220, 2.0469, -3.5469], [1.6200, 3.1127, -3.4052], [3.0897, 1.4351, -4.4174], [1.7907, 0.2491, -4.5104], [1.8151, 0.3887, -1.8165], [3.0543, 1.5404, -1.9121], [2.9735, -0.9834, -0.2458], [4.5428, -0.1377, -0.0520], [5.9221, -2.0054, -0.0088], [5.0861, -2.9468, -1.1461], [3.3809, -3.2423, 0.7763], [4.5732, -2.4498, 1.7628], [4.8061, -4.8292, 2.1661], [5.9853, -4.5858, 0.7487], [4.4913, -5.1266, 0.3962], [3.9307, -2.9007, -2.9328], [3.4090, -1.8106, -4.2656], [1.7720, -3.1770, -3.9753], [1.1768, -1.7078, -3.0751], [0.3744, -3.6330, -1.8872], [1.5832, -2.8231, -0.9643], [2.4497, -5.1243, -2.7109], [1.7056, -5.3924, -1.1230], [3.2187, -4.4027, -1.2767], [5.7570, 0.9299, -2.5967], [5.1344, 0.0805, -4.0841], [6.4525, -1.9864, -3.2651], [6.8992, -1.3395, -1.8158], [8.0590, 0.6128, -3.1880], [7.5663, -0.3299, -4.6144], [9.2720, -2.1970, -3.7739], [9.3706, -1.3240, -2.3016], [10.1404, -0.7698, -3.7620], [0.5336, -0.1498, 0.7913]], "forces_ev_per_a": [[0.022, 1.789, 0.044], [-0.210, -2.322, -0.469], [-0.907, 0.361, 0.506], [-0.273, 0.977, -0.617], [0.543, -1.123, 0.536], [0.857, -0.025, 1.359], [-0.075, 0.437, -0.170], [0.277, 0.497, -0.143], [-0.763, -1.108, -0.302], [0.062, 0.099, 0.214], [-0.316, -0.519, -0.117], [0.597, -0.036, -0.147], [0.159, 0.078, -0.246], [0.246, 0.308, 0.109], [-0.167, -0.268, -0.349], [0.122, 0.077, -0.061], [-0.390, 0.341, -0.021], [-0.006, 0.058, -0.160], [-0.605, -1.383, 0.593], [-0.180, 1.283, -1.989], [1.080, 0.934, 1.927], [-1.811, -0.720, -1.194], [-0.471, 0.085, -0.101], [1.408, 1.036, 0.874], [-0.386, 0.754, -0.882], [0.545, -1.370, -0.863], [0.313, -0.070, 0.637], [-0.024, 0.487, -0.076], [0.330, -0.090, -0.202], [0.001, 0.129, 0.481], [-0.405, -0.699, 0.525], [-0.092, -0.919, 0.679], [0.357, 0.725, -0.924], [0.237, -0.213, 0.129], [-0.163, -0.228, 0.211], [-0.042, -0.126, -0.025], [1.317, 0.396, -0.111], [-0.853, -0.053, 0.424], [-0.529, 0.844, -0.754], [1.739, -0.746, 0.701], [1.111, -0.715, 0.233], [-1.175, 0.271, 1.079], [0.942, 1.389, -0.488], [0.907, -0.094, -1.516], [-1.813, -0.030, 0.548], [0.100, 0.643, -0.963], [0.407, -0.447, 0.248], [-0.780, -0.765, 0.806], [-0.004, 0.071, -0.507], [-0.531, -0.068, -1.027], [1.477, 0.716, -1.435], [-2.201, 0.100, -1.210], [1.130, -1.281, 2.785], [0.029, -0.323, 0.214], [-0.273, 0.298, -0.016], [-0.388, -0.352, -0.113], [0.382, 0.113, -0.103], [-0.303, -0.382, 0.223], [-0.509, 0.028, -0.072], [0.625, 0.021, 0.668], [-0.067, -0.080, -0.187], [-0.161, 0.232, -0.241], [0.102, -0.149, -0.013], [-0.282, -0.216, 0.136], [-0.158, -0.059, 0.536], [-0.340, -0.004, -0.153], [0.140, -0.120, -0.248], [-0.154, 0.060, 0.334], [0.237, -0.116, 0.638], [0.847, -0.165, 0.107], [-0.288, -0.238, -0.284], [-0.308, -0.118, 0.555], [-0.229, -0.379, -0.085], [0.002, -0.068, -0.500], [0.310, -0.078, 0.061], [0.062, 0.299, -0.318], [0.054, 0.659, -0.022], [-0.028, -0.310, 0.124], [0.424, -0.295, 0.111], [-0.194, 0.111, 0.177], [0.201, 0.167, 0.432], [0.128, 0.220, 0.329], [0.247, -0.085, 0.152], [-0.479, -0.014, 0.056], [-0.357, 0.484, -0.009], [-0.102, 0.002, -0.177], [-0.437, -0.280, -0.532], [0.049, 0.493, 0.122], [-0.184, 0.286, -0.732], [-0.486, 0.309, -0.407], [0.374, -1.181, 0.065], [0.072, 1.206, 0.760], [-0.145, -0.191, -0.004], [0.136, -1.708, -0.663], [1.317, -1.213, -0.572], [0.342, 0.252, 0.541], [-1.999, 1.166, 0.148], [0.764, -0.204, -1.623], [-0.166, 0.200, 0.840], [0.351, 0.986, -0.171], [0.552, -0.202, 0.641], [-0.450, 0.445, -0.166], [-0.729, -1.188, 1.612], [0.093, -0.060, -1.236], [0.653, -0.988, 0.406], [-0.180, -0.381, 0.242], [0.246, -0.559, 0.160], [-0.089, 0.295, -0.005], [0.454, 0.390, -0.095], [0.087, -0.157, 0.372], [0.040, 0.119, -0.004], [0.040, -0.082, -0.348], [-0.003, -0.168, 0.271], [-0.447, -0.183, -0.130], [-0.042, 0.668, -0.328], [-0.029, -0.416, 0.570], [-0.148, 0.187, 0.105], [0.115, 0.555, -0.333], [-0.547, 0.243, -0.365], [-0.403, 0.238, 0.276], [0.061, -0.114, 0.355], [0.283, -0.142, -0.301], [0.596, 0.022, 0.967], [-0.515, -0.440, 0.480], [0.454, 0.221, -0.316], [0.394, -0.053, -0.031], [-0.713, 0.081, -0.065], [-0.287, -0.049, -0.584], [-0.011, 0.031, -0.343], [-0.116, 0.209, 0.207], [0.057, -0.183, 0.035], [0.451, -0.114, 0.114], [0.065, -0.501, 0.066], [-0.179, 0.291, -0.328], [0.787, 0.231, -0.310], [-0.186, 0.005, -0.528], [-0.125, 0.987, 0.348], [-0.109, 0.153, -0.122], [0.382, 0.171, -0.135], [-0.762, -0.099, -0.208], [0.051, 0.146, 0.160], [-0.375, 0.746, -0.070], [0.307, 0.907, 0.301]], "spin_multiplicity": 1, "orbital_gap_ev": 9.03, "total_charge": 3, "homo_energy_ha": -0.5901, "e_tot_ha": -2983.63412}